86
Properties=species:S:1:pos:R:3:forces:R:3 method="wB97M-V/def2-TZVPD" e_homo_ev="-10.35 / -10.35" max_force_ev_per_a=13.41 e_above_lowest_kcal_mol=629.6 e_lumo_ha="-0.1940 / -0.1941" charge=+1 energy_ev=-120389.45457 multiplicity=1
Cl 3.162946 -2.835145 -0.818588 0.809 0.062 0.875
C 4.152112 0.642045 3.998092 0.122 -0.082 0.069
C -3.421350 0.261965 -5.037620 0.070 0.010 -0.066
N -1.939580 -1.539920 -1.218483 -3.463 -1.003 -3.146
C -1.753554 2.917130 1.638129 -0.162 -0.055 -0.062
C -4.799789 -5.084023 -1.642569 -0.075 -0.010 0.013
H 4.097434 2.825314 5.608303 -0.011 0.009 0.022
H -2.126252 3.766183 -1.275508 -0.030 -0.015 -0.050
H 2.871188 1.569057 -3.384298 0.016 0.000 -0.016
C -1.287314 2.646279 0.334411 0.224 -0.159 0.291
C 3.457990 3.633407 -1.323228 0.054 -0.019 -0.155
C -0.576271 2.832004 3.934163 0.119 -0.019 -0.161
C 3.364372 1.260647 -2.462895 -0.028 0.042 0.075
H 4.425083 1.120709 -2.670757 -0.002 0.000 -0.037
C 3.178144 5.413296 0.552557 -0.066 -0.052 0.018
C 3.062087 4.063668 -0.067846 0.005 -0.092 -0.073
C -4.679143 -0.476520 -2.672387 0.184 -0.057 0.268
C -2.741753 -1.977531 -2.109741 -1.414 -0.067 0.439
C 3.375857 2.974290 4.808875 -0.038 -0.001 -0.095
C -3.806212 -6.049236 -1.553475 -0.005 0.043 0.009
H -1.708844 -6.462403 -1.768780 0.004 -0.005 0.046
H -0.278834 1.867410 4.350101 0.022 0.032 0.075
C 1.208367 -2.110413 0.907097 -0.291 3.438 -4.701
H 2.947267 0.306296 -2.136047 0.040 -0.012 -0.082
Cl -2.251807 -3.646433 1.382943 -0.286 -0.121 -0.560
O 0.650156 -1.853044 -2.864350 -0.398 0.096 -0.240
C -2.140435 -4.377477 -1.973110 -0.074 0.128 -0.232
H -1.544948 3.102988 4.346444 0.023 0.043 0.052
C 4.356607 -1.460186 2.452794 -0.203 0.053 0.008
H -6.247686 0.842819 -3.273455 0.006 0.015 0.010
H 4.805179 0.373848 4.810525 0.023 0.005 -0.002
N 0.402044 2.385943 1.677525 -0.340 0.477 -0.118
C -0.662924 -3.637612 0.733863 -0.231 0.160 0.106
C 0.211877 -4.635591 1.044907 0.058 -0.099 -0.424
C -3.433937 -1.006086 -2.993541 0.244 0.040 -0.563
C -5.283720 0.426209 -3.532253 -0.060 0.048 0.002
N 0.339896 -0.314112 -0.354738 2.114 5.744 -5.831
B 1.881975 2.866520 1.971829 -0.271 -0.867 -0.495
Pt 1.755910 0.158204 0.594968 5.756 -1.234 3.418
N 2.552815 3.009216 0.584305 0.226 -0.206 -0.159
C -2.051961 2.728931 -0.946449 -0.010 -0.172 0.122
H 3.825550 5.374095 1.429174 -0.006 0.047 0.008
N 3.032940 0.578219 2.091582 -0.140 0.461 0.417
N 2.635387 1.906299 -0.218984 -0.979 0.136 0.906
C -0.136568 -2.371711 0.244174 4.300 -7.310 5.937
H -5.131607 1.508142 -5.377996 -0.024 -0.020 -0.014
H -1.115524 -4.101749 -2.198760 0.059 -0.074 0.214
H 4.372834 -1.519636 1.365174 0.120 -0.050 0.021
H 3.919269 4.228672 -2.092349 0.006 0.010 -0.004
C 2.072124 -3.170922 0.471142 -1.439 -1.526 0.764
H -5.835453 -5.356122 -1.491520 -0.004 -0.018 -0.038
H 2.381535 3.062264 5.247720 0.015 0.043 0.021
Cl -0.658568 -1.203109 -0.583970 -3.283 -0.532 1.576
H -2.760485 3.169844 1.927190 0.020 0.032 0.094
H 5.350958 -1.654158 2.847399 0.015 -0.008 -0.020
C -4.474714 -3.766243 -1.915343 0.129 0.197 0.111
C 0.075518 -1.609374 -1.907736 4.322 -1.513 -3.925
C -3.134650 -3.395925 -2.019147 0.100 -0.274 -0.209
H 3.681908 -2.234707 2.825576 0.048 -0.039 0.024
H 1.824941 3.879889 2.593926 0.371 0.057 0.063
H 0.162918 3.579498 4.229078 -0.031 0.005 0.086
Cl -0.363762 -6.116278 1.666265 0.125 -0.146 0.208
C -0.667027 2.736170 2.450133 0.039 -0.003 0.223
H -5.140854 -0.736643 -1.728127 -0.102 0.018 -0.034
H -1.562575 2.152931 -1.733857 0.017 0.034 0.004
C -4.658917 0.798056 -4.713744 0.034 -0.066 0.044
Cl 2.631633 -5.799247 0.559508 0.054 -0.274 -0.272
H -1.836344 -1.054874 -4.429163 -0.016 0.010 -0.081
N 2.747128 1.767679 2.718027 -0.090 -0.052 -0.127
C 1.599291 -4.465519 0.685398 0.169 0.764 0.123
C -2.803787 -0.633668 -4.179509 -0.051 -0.081 0.116
H -2.934536 0.532121 -5.964901 0.005 0.047 0.014
H 3.605439 3.908983 4.299150 -0.012 0.018 0.025
C -1.410543 -0.551469 0.649700 -11.953 3.446 5.018
N -0.014644 2.308361 0.363269 -0.099 0.908 -0.100
H 3.603558 6.114049 -0.161490 0.002 0.003 -0.005
C 3.871642 -0.113419 2.863300 -0.055 0.122 -0.142
H -4.067623 -7.074301 -1.328974 -0.009 -0.015 -0.055
C 3.160649 2.267587 -1.382706 -0.036 -0.101 0.180
C 3.433014 1.819231 3.868711 -0.041 -0.027 0.006
H -3.062934 2.345774 -0.798030 -0.036 0.022 -0.121
H 2.203255 5.783295 0.869227 0.007 0.020 0.008
O -1.450391 -0.142140 1.753868 3.097 -0.392 0.584
H -2.771381 -0.566529 0.306907 2.668 0.066 -0.260
C -2.478865 -5.702758 -1.765083 0.101 0.022 -0.021
H -5.242729 -3.009300 -1.985920 -0.080 -0.065 -0.018